114
Properties=species:S:1:pos:R:3 method="wB97M-V/def2-TZVPD" orbital_gap_ev=4.40 homo_ha=-0.074 total_charge=-1 total_energy_ha=-2279.35075
C 2.963 1.318 -0.647
N 2.549 0.055 -1.239
C 3.617 -0.664 -1.867
C 1.794 -0.757 -0.351
O 2.192 -1.032 0.729
C 0.441 -1.263 -0.813
C -0.212 -0.640 -2.043
S -1.187 0.804 -1.517
H 2.222 1.678 0.042
H 3.019 2.041 -1.451
H 3.951 1.261 -0.190
H 3.910 -0.139 -2.769
H 3.289 -1.637 -2.187
H 4.505 -0.750 -1.228
H -0.251 -1.155 0.003
H 0.539 -2.337 -0.980
H 0.525 -0.230 -2.721
H -0.376 1.627 -0.771
C -6.133 -0.427 -2.282
C -5.254 -1.239 -3.224
C -4.426 -2.267 -2.467
O -4.391 -0.372 -3.948
H -5.521 0.125 -1.564
H -6.714 0.310 -2.841
H -6.823 -1.069 -1.727
H -5.882 -1.745 -3.963
H -3.752 -1.778 -1.760
H -3.801 -2.838 -3.153
H -5.067 -2.961 -1.915
H -3.849 0.073 -3.282
C 2.289 4.594 -5.143
C 3.031 4.629 -3.816
C 4.161 5.650 -3.834
O 3.543 3.337 -3.509
H 2.966 4.305 -5.953
H 1.487 3.858 -5.110
H 1.860 5.569 -5.384
H 2.332 4.873 -3.016
H 4.896 5.393 -4.603
H 4.682 5.659 -2.876
H 3.785 6.654 -4.038
H 4.164 3.087 -4.203
C 3.286 5.741 1.070
C 2.010 5.281 0.377
C 0.901 6.312 0.529
O 1.595 4.028 0.894
H 3.113 5.867 2.143
H 4.072 4.993 0.952
H 3.643 6.690 0.663
H 2.212 5.118 -0.683
H 0.661 6.455 1.584
H -0.007 5.970 0.030
H 1.192 7.277 0.105
H 1.401 4.126 1.837
C -1.866 5.565 3.330
C -1.614 4.114 2.945
C -2.407 3.163 3.825
O -0.221 3.806 3.037
H -1.556 5.746 4.364
H -1.293 6.238 2.695
H -2.924 5.818 3.239
H -1.886 3.958 1.901
H -2.111 3.272 4.873
H -2.215 2.129 3.537
H -3.478 3.353 3.747
H 0.049 3.926 3.956
C 7.194 -1.172 2.000
C 6.559 0.208 1.968
C 5.103 0.128 2.408
O 6.662 0.769 0.659
H 6.673 -1.840 1.310
H 8.239 -1.128 1.683
H 7.144 -1.604 2.998
H 7.108 0.885 2.626
H 4.523 -0.515 1.743
H 4.637 1.114 2.382
H 5.027 -0.270 3.422
H 6.174 0.195 0.056
C -4.135 -3.747 1.634
C -3.247 -4.564 0.706
C -2.439 -5.598 1.479
O -2.381 -3.707 -0.022
H -3.527 -3.197 2.358
H -4.705 -3.013 1.065
H -4.834 -4.384 2.182
H -3.867 -5.069 -0.037
H -1.778 -5.106 2.198
H -1.808 -6.174 0.800
H -3.089 -6.289 2.022
H -1.818 -3.238 0.606
C -10.926 -3.897 -1.575
C -9.553 -3.297 -1.840
C -9.049 -3.642 -3.232
O -8.625 -3.760 -0.860
H -10.885 -4.988 -1.638
H -11.267 -3.642 -0.571
H -11.662 -3.536 -2.296
H -9.601 -2.213 -1.728
H -8.948 -4.725 -3.350
H -8.063 -3.207 -3.399
H -9.729 -3.272 -4.002
H -8.562 -4.718 -0.942
C 6.069 -4.965 2.149
C 5.832 -4.510 3.582
C 4.959 -5.500 4.340
O 5.233 -3.218 3.596
H 5.121 -5.032 1.608
H 6.695 -4.248 1.619
H 6.555 -5.942 2.118
H 6.790 -4.404 4.093
H 3.978 -5.584 3.866
H 4.797 -5.161 5.364
H 5.415 -6.492 4.368
H 4.381 -3.278 3.145